# H18NO12

10 unconnected molecules or ions with the total composition H18NO12 at a distorted geometry (the ωB97M-V functional and the def2-TZVPD basis, the Open Molecules 2025 dataset).

Cartesian coordinates (Å):
N1 9.50500 24.29400 38.29300
O1 8.27700 24.61500 38.53300
O2 9.89500 23.90600 37.14700
O3 10.28500 24.34400 39.26000
O4 6.56300 24.76600 35.90300
H1 6.04800 23.99400 36.28800
H2 7.40000 24.83400 36.42200
O5 9.87900 21.54600 35.41500
H3 9.87100 21.96000 34.47600
H4 10.24500 22.16200 36.10300
O6 9.20600 26.37300 42.06300
H5 9.21500 26.38700 41.12300
H6 8.81700 25.53200 42.38100
O7 12.68200 25.07200 38.04200
H7 11.90000 25.23400 38.50100
H8 12.90100 24.22400 38.16800
O8 7.09200 23.02900 40.71700
H9 7.24500 22.07700 40.61900
H10 7.43600 23.32200 39.79600
O9 11.08700 24.27500 41.74700
H11 11.03700 25.03700 42.14800
H12 10.79500 24.44300 40.92600
O10 12.53500 21.90300 38.22900
H13 12.89300 21.11000 38.67400
H14 11.58700 21.77200 38.57500
O11 10.22200 25.83800 35.29500
H15 10.39700 25.09600 35.89000
H16 9.37700 25.44400 34.80700
O12 8.12200 27.04200 40.04400
H17 8.83100 27.56100 39.78100
H18 7.97000 26.33000 39.46600

## Properties
Total charge: -1
Max |F|, eV/A: 7.7
LUMO level, eV: 2.78
HOMO energy, eV: -7.3
Kohn-Sham gap, Eh: 0.37212